1.
Here is C33H35Cl5O2P2Re as an isolated structure in a non-equilibrium geometry from the OMol25 dataset. Energies are from wB97M-V/def2-TZVPD.

Results
**ΔE to the lowest compared entry with this formula, charge and spin**: 5.1 kcal/mol
**<S²>**: 3.852
**Net charge**: +2
**HOMO energy (spin up / spin down)**: -13.706 / -13.928 eV
**Multiplicity**: 4
**LUMO level (spin up / spin down)**: -7.6906 / -8.0400 eV
**E_tot**: -122189.4183 eV

Structure (XYZ):
```
78
Properties=species:S:1:pos:R:3:mulliken_charge:R:1
Re -0.29 -0.60 0.38 0.756
Cl 2.08 -0.05 1.09 -0.205
C 3.12 -1.43 0.71 1.010
C 4.41 -1.38 1.20 -0.687
C 5.25 -2.44 0.93 -0.584
C 4.79 -3.52 0.18 -0.876
C 3.49 -3.54 -0.29 -0.680
C 2.62 -2.48 -0.04 -0.526
P 0.93 -2.50 -0.72 1.637
C 1.04 -2.12 -2.47 0.424
C -0.08 -1.56 -3.09 0.662
C -0.06 -1.30 -4.45 -0.903
C 1.08 -1.57 -5.19 -0.775
C 2.20 -2.11 -4.57 -0.663
C 2.19 -2.39 -3.22 -0.681
C 0.45 -4.23 -0.54 0.810
C -0.05 -4.94 -1.62 -0.390
C -0.37 -6.28 -1.47 -0.761
C -0.18 -6.91 -0.25 -0.613
C 0.32 -6.20 0.83 -0.760
C 0.64 -4.86 0.69 -0.752
H 4.75 -0.53 1.79 0.518
H 6.27 -2.42 1.29 0.425
H 5.46 -4.35 -0.03 0.456
H 3.14 -4.40 -0.86 0.556
H -0.97 -1.33 -2.51 0.024
H -0.93 -0.87 -4.93 0.504
H 1.10 -1.36 -6.25 0.413
H 3.09 -2.32 -5.15 0.457
H 3.07 -2.80 -2.74 0.390
H -0.17 -4.46 -2.59 0.456
H -0.75 -6.84 -2.32 0.456
H -0.42 -7.96 -0.14 0.441
H 0.48 -6.69 1.79 0.457
H 1.05 -4.31 1.54 0.437
Cl -1.46 6.10 0.96 -0.114
C -1.02 4.58 0.35 0.545
C -0.56 4.47 -1.01 0.571
Cl -0.46 5.86 -1.97 -0.109
C -0.21 3.26 -1.54 -0.213
Cl 0.32 3.07 -3.15 -0.153
C -0.30 2.11 -0.72 -0.127
O 0.00 0.92 -1.10 -0.465
C -0.77 2.23 0.64 0.202
O -0.84 1.11 1.30 -0.561
C -1.13 3.47 1.16 0.037
Cl -1.70 3.55 2.77 -0.149
C -3.40 -2.98 -1.26 -1.460
C -3.46 -2.76 0.25 0.656
C -2.93 -3.98 1.01 -1.273
P -2.68 -1.19 0.78 0.140
C -2.96 -0.97 2.60 0.725
C -4.19 -1.70 3.15 -1.501
C -1.71 -1.30 3.44 -1.306
C -3.63 0.21 0.02 0.660
C -3.29 0.47 -1.45 -1.277
C -5.14 0.08 0.23 -1.549
H -3.90 -3.93 -1.50 0.502
H -2.36 -3.06 -1.60 0.145
H -3.90 -2.20 -1.83 0.273
H -4.51 -2.60 0.54 0.901
H -2.22 -4.52 0.40 0.144
H -3.76 -4.67 1.23 0.343
H -2.45 -3.74 1.95 0.270
H -3.13 0.11 2.69 0.574
H -4.03 -2.77 3.19 0.318
H -5.09 -1.51 2.56 0.364
H -4.38 -1.35 4.16 0.479
H -1.42 -2.35 3.33 0.194
H -1.93 -1.13 4.49 0.515
H -0.86 -0.66 3.19 0.227
H -3.27 1.05 0.61 -0.001
H -3.81 -0.22 -2.12 0.383
H -2.22 0.40 -1.67 0.066
H -3.62 1.48 -1.71 0.449
H -5.55 -0.78 -0.29 0.319
H -5.62 0.97 -0.18 0.492
H -5.41 0.02 1.29 0.333
```

2.
Here is C33H35MnN2O3P2S as an isolated structure in a non-equilibrium geometry from the OMol25 dataset. Energies are from wB97M-V/def2-TZVPD.

Results
**ΔE to the lowest compared entry with this formula, charge and spin**: 23.4 kcal/mol
**<S²>**: 6.207
**Net charge**: +2
**HOMO energy (spin up / spin down)**: -13.494 / -13.639 eV
**Multiplicity**: 5
**LUMO level (spin up / spin down)**: -7.1703 / -6.7559 eV
**E_tot**: -104631.8451 eV

Structure (XYZ):
```
77
Properties=species:S:1:pos:R:3:mulliken_charge:R:1
Mn -0.75 0.23 0.38 -1.090
C 3.31 -3.58 3.23 -0.664
C 3.46 -3.81 1.87 -0.740
C 2.84 -2.98 0.95 -0.390
C 2.09 -1.90 1.41 1.058
C 1.96 -1.65 2.77 -0.696
C 2.56 -2.51 3.68 -0.997
P 1.38 -0.67 0.25 2.223
C 1.77 -1.34 -1.39 0.411
C 1.07 -2.48 -1.77 -0.315
C 1.30 -3.05 -3.00 -0.825
C 2.22 -2.48 -3.87 -0.651
C 2.91 -1.33 -3.50 -0.850
C 2.68 -0.75 -2.26 -0.866
C 2.44 0.75 0.62 -0.208
C 3.82 0.77 0.54 -0.370
C 4.51 1.91 0.94 -1.066
C 3.83 2.97 1.49 -0.843
C 2.43 2.93 1.69 0.802
C 1.72 3.93 2.39 -0.940
C 0.39 3.76 2.66 -1.063
C -0.31 2.63 2.20 -0.288
C 0.30 1.66 1.41 0.269
C 1.71 1.80 1.21 0.535
H 3.80 -4.24 3.93 0.441
H 4.07 -4.63 1.52 0.472
H 2.95 -3.16 -0.11 0.408
H 1.41 -0.78 3.11 0.607
H 2.46 -2.33 4.74 0.487
H 0.35 -2.91 -1.07 0.504
H 0.76 -3.94 -3.30 0.490
H 2.41 -2.92 -4.84 0.439
H 3.62 -0.89 -4.17 0.461
H 3.21 0.15 -1.98 0.451
H 4.36 -0.10 0.19 0.649
H 5.58 1.95 0.82 0.488
H 4.38 3.85 1.80 0.469
H 2.25 4.79 2.76 0.483
H -0.14 4.48 3.25 0.495
H -1.35 2.54 2.51 0.620
N -7.54 2.89 -0.53 -0.351
C -6.48 2.59 -0.25 -0.324
C -5.16 2.16 0.08 0.520
C -4.94 0.87 0.57 -0.544
C -3.65 0.46 0.81 -0.302
N -2.57 1.24 0.62 0.594
C -2.79 2.49 0.19 -0.188
C -4.05 2.99 -0.10 -0.865
H -5.76 0.19 0.74 0.579
H -3.46 -0.54 1.18 -0.173
H -1.93 3.13 0.06 0.376
H -4.17 3.99 -0.47 0.566
C -1.43 -1.62 3.25 -0.932
S -1.39 -2.12 1.50 0.490
C -2.91 -3.13 1.45 -1.186
H -1.08 -2.45 3.86 0.451
H -2.44 -1.34 3.54 0.416
H -0.76 -0.76 3.35 0.144
H -3.76 -2.58 1.84 0.426
H -2.74 -4.02 2.05 0.450
H -3.08 -3.42 0.42 0.338
C -0.36 0.11 -4.49 -0.948
O -0.29 -0.23 -3.10 0.382
P -1.07 0.58 -1.95 1.212
O -0.83 2.14 -2.27 -0.426
C 0.44 2.73 -2.02 -0.575
O -2.60 0.67 -2.44 -0.350
C -3.38 -0.51 -2.59 -0.594
H -0.64 -0.79 -5.04 0.305
H 0.63 0.43 -4.81 0.284
H -1.08 0.90 -4.68 0.375
H 0.78 3.20 -2.94 0.355
H 1.18 1.98 -1.70 0.121
H 0.34 3.49 -1.24 0.236
H -4.27 -0.22 -3.14 0.277
H -3.66 -0.92 -1.62 0.159
H -2.84 -1.27 -3.16 0.305
```

3.
Here is C33H36BBrN9OY as an isolated structure in a non-equilibrium geometry from the OMol25 dataset. Energies are from wB97M-V/def2-TZVPD.

Results
**ΔE to the lowest compared entry with this formula, charge and spin**: 0.0 kcal/mol
**HOMO energy**: -7.272 eV
**LUMO level**: -0.1517 eV
**E_tot**: -122029.0961 eV

Structure (XYZ):
```
82
Properties=species:S:1:pos:R:3:mulliken_charge:R:1
Y -0.29 0.61 -0.08 -0.763
C -1.79 -2.45 -2.58 -1.276
C -1.44 -2.56 -1.17 0.511
C -2.04 -3.41 -0.18 -1.345
C -1.25 -3.27 0.96 0.730
C -1.51 -4.09 2.24 -1.522
N -0.20 -2.45 0.65 1.372
N -0.42 -1.90 -0.68 -0.471
B 1.11 -2.22 1.44 -0.627
N 0.76 -1.10 2.60 -0.097
N -0.05 0.02 2.39 0.725
C 0.06 0.83 3.46 0.493
C -0.68 2.07 3.68 -1.577
C 0.80 0.17 4.45 -1.436
C 1.27 -1.03 3.84 0.882
C 2.21 -2.05 4.35 -1.294
N 2.19 -1.77 0.39 0.589
N 2.18 -0.39 -0.12 0.131
C 2.99 -0.46 -1.18 0.483
C 3.30 0.75 -2.01 -1.113
C 3.42 -1.73 -1.46 -1.590
C 2.93 -2.51 -0.36 1.280
C 3.22 -3.91 -0.10 -1.418
H -2.77 -2.96 -2.79 0.378
H -0.96 -2.73 -3.23 0.314
H -1.83 -1.37 -2.93 0.220
H -3.04 -3.79 -0.21 0.458
H -2.23 -3.53 2.86 0.284
H -0.63 -4.35 2.85 0.267
H -2.07 -5.03 1.92 0.404
H 1.33 -3.13 2.13 -0.246
H -0.04 2.96 3.87 0.295
H -1.30 1.92 4.65 0.379
H -1.41 2.38 2.90 0.102
H 0.96 0.54 5.44 0.540
H 2.54 -1.84 5.44 0.332
H 3.13 -2.14 3.75 0.216
H 1.84 -3.09 4.31 0.240
H 2.87 1.65 -1.50 0.022
H 2.80 0.65 -2.95 0.184
H 4.36 0.85 -2.20 0.487
H 4.07 -2.04 -2.28 0.373
H 3.48 -4.10 0.87 0.319
H 3.99 -4.31 -0.89 0.317
H 2.27 -4.56 -0.24 0.250
O -1.28 4.94 -0.77 -0.802
C -0.78 3.84 -0.43 -0.487
N -1.31 2.63 -0.49 0.918
C -2.62 2.57 -0.99 -1.330
C -3.25 1.34 -0.44 0.751
C -4.58 0.96 -0.81 -0.971
C -5.22 -0.04 -0.14 -0.539
C -4.71 -0.50 1.04 -0.747
C -3.38 -0.17 1.36 -0.337
N -2.62 0.57 0.56 0.764
C 0.60 3.79 0.22 0.822
C 1.47 4.89 0.22 -0.716
C 2.74 4.81 0.89 -0.616
C 3.12 3.60 1.38 -1.002
C 2.26 2.53 1.21 -0.351
N 1.01 2.56 0.62 1.343
H -2.70 2.51 -2.12 0.364
H -3.10 3.53 -0.73 0.588
H -5.05 1.44 -1.65 0.468
H -6.24 -0.29 -0.45 0.429
H -5.30 -1.15 1.71 0.386
H -2.99 -0.47 2.30 0.418
H 1.09 5.65 -0.50 0.402
H 3.33 5.72 0.87 0.412
H 4.03 3.40 1.87 0.562
H 2.51 1.55 1.62 0.274
Br -0.95 1.23 -7.27 -0.234
C -0.48 1.03 -5.45 -0.257
C -0.15 -0.21 -4.89 -0.227
C 0.24 -0.30 -3.56 -0.957
C 0.21 0.84 -2.72 1.280
C -0.01 2.06 -3.40 -0.581
C -0.24 2.18 -4.75 -0.439
H -0.26 -1.09 -5.52 0.420
H 0.66 -1.21 -3.15 0.778
H 0.19 2.96 -2.77 -0.002
H -0.37 3.18 -5.17 0.413
```

4.
Here is C33H36Cl2F7KN4O9Sb as an isolated structure in a non-equilibrium geometry from the OMol25 dataset. Energies are from wB97M-V/def2-TZVPD.

Results
**<S²>**: 1.771
**Net charge**: -2
**HOMO energy (spin up / spin down)**: -0.741 / -0.660 eV
**Multiplicity**: 2
**LUMO level (spin up / spin down)**: 3.3554 / 3.4819 eV
**E_tot**: -126098.0163 eV

Structure (XYZ):
```
93
Properties=species:S:1:pos:R:3:mulliken_charge:R:1
K 2.30 0.56 1.05 0.440
C -2.37 1.01 -5.10 -1.074
C -1.79 -0.35 -4.74 -0.962
N -1.26 -0.34 -3.37 0.436
C 0.10 -0.15 -3.15 -0.323
C 0.73 -0.09 -1.97 0.519
C 2.25 0.07 -1.95 -0.179
O 2.85 -0.57 -2.87 -0.859
O 2.74 0.86 -1.09 0.064
C -0.09 -0.23 -0.76 0.300
O 0.32 -0.17 0.39 -0.246
C -1.54 -0.51 -0.96 1.035
C -2.33 -0.73 0.18 -1.325
C -3.67 -1.03 0.04 0.642
F -4.37 -1.26 1.17 -0.409
C -4.29 -1.12 -1.22 -1.774
C -3.47 -0.84 -2.34 -0.249
C -2.09 -0.56 -2.25 -0.558
N -5.66 -1.43 -1.43 0.354
C -5.90 -2.56 -2.35 -0.411
C -7.35 -2.50 -2.89 -2.174
N -8.16 -1.49 -2.10 -0.168
C -8.01 -1.67 -0.62 -2.138
C -6.53 -1.46 -0.22 -0.316
H -2.74 1.00 -6.13 0.406
H -1.61 1.80 -5.02 0.317
H -3.20 1.29 -4.44 0.289
H -0.99 -0.58 -5.45 0.428
H -2.53 -1.14 -4.88 0.424
H 0.69 -0.05 -4.06 0.431
H -1.89 -0.69 1.17 0.739
H -3.94 -0.83 -3.32 0.647
H -5.75 -3.51 -1.81 0.287
H -5.23 -2.58 -3.21 0.413
H -7.86 -3.46 -2.81 0.404
H -7.38 -2.16 -3.93 0.681
H -9.14 -1.45 -2.40 1.694
H -7.72 -0.58 -2.31 0.254
H -8.36 -2.68 -0.38 0.094
H -8.66 -0.94 -0.13 0.684
H -6.24 -2.28 0.46 0.452
H -6.45 -0.51 0.32 0.342
C 4.40 0.96 3.18 -0.641
O 3.12 0.33 3.19 -0.156
C 3.19 -1.10 3.34 -0.769
C 3.61 -1.83 2.06 -0.677
O 2.57 -1.71 1.08 -0.103
C 2.93 -2.34 -0.14 -0.846
H 4.95 0.72 4.09 0.258
H 4.24 2.04 3.14 0.144
H 4.97 0.67 2.29 0.265
H 2.19 -1.42 3.63 0.401
H 3.87 -1.34 4.16 0.411
H 3.76 -2.89 2.28 1.437
H 4.53 -1.41 1.65 -1.551
H 3.12 -3.40 0.01 0.317
H 3.81 -1.86 -0.58 0.241
H 2.09 -2.23 -0.84 0.205
O -0.40 -1.48 3.97 -0.931
C 0.15 -0.72 3.10 0.191
O 1.32 -0.81 2.63 0.318
C -0.64 0.41 2.53 0.098
C -1.95 0.67 2.92 -0.499
C -2.63 1.74 2.34 -0.421
C -1.98 2.53 1.40 -1.527
C -0.67 2.20 1.06 -0.186
N 0.01 1.17 1.60 0.567
H -2.43 0.04 3.66 0.466
H -3.65 1.96 2.63 0.436
H -2.47 3.37 0.93 0.464
H -0.12 2.78 0.33 0.786
Cl 9.81 0.48 1.05 -0.282
C 8.13 0.15 1.21 0.100
C 7.71 -1.04 1.76 -1.127
C 6.34 -1.30 1.89 0.424
Cl 5.95 -2.85 2.60 -0.293
C 5.32 -0.39 1.47 0.964
O 4.08 -0.65 1.60 0.453
C 5.82 0.83 0.91 1.827
C 4.96 1.96 0.39 -0.857
O 3.74 2.09 0.34 -0.313
C 7.20 1.08 0.79 -1.358
H 8.43 -1.78 2.10 0.426
H 5.56 2.80 0.01 0.093
H 7.55 2.02 0.36 0.383
F 2.07 2.83 1.19 0.303
Sb 1.87 4.81 1.30 2.101
F 1.27 4.65 3.20 -0.610
F 3.76 4.97 1.90 -0.585
F 1.67 6.80 1.41 -0.551
F 2.46 4.98 -0.60 -0.608
F -0.03 4.66 0.69 -0.586
H 0.99 1.78 -0.33 -0.215
```

5.
Here is C33H36Cl2GeIrN2O4SSi as an isolated structure from the OMol25 dataset. Energies are from wB97M-V/def2-TZVPD.

Results
**ΔE to the lowest compared entry with this formula, charge and spin**: 0.0 kcal/mol
**<S²>**: 0.754
**Net charge**: -2
**HOMO energy (spin up / spin down)**: -3.387 / -3.393 eV
**Multiplicity**: 2
**LUMO level (spin up / spin down)**: 4.2094 / 4.2087 eV
**E_tot**: -149091.1112 eV

Structure (XYZ):
```
81
Properties=species:S:1:pos:R:3:mulliken_charge:R:1
Ir 0.73 -2.52 -1.12 0.411
C -2.31 2.86 1.38 -1.461
C -3.54 1.98 1.23 2.093
C -4.57 2.31 2.31 -2.055
O -3.16 0.62 1.35 -0.409
C -4.18 2.20 -0.18 0.076
O -4.54 3.35 -0.47 -0.819
O -4.24 1.16 -0.89 -0.650
H -1.87 2.72 2.37 0.400
H -2.57 3.91 1.24 0.409
H -1.55 2.59 0.64 0.077
H -4.13 2.15 3.30 0.405
H -5.44 1.66 2.20 0.393
H -4.89 3.35 2.21 0.364
H -3.47 0.25 0.49 0.138
C -4.48 1.18 -4.25 -1.115
Si -3.66 -0.44 -3.79 0.236
C -4.83 -1.45 -2.73 -0.925
C -3.22 -1.39 -5.35 -1.104
C -2.06 -0.05 -2.88 0.649
C -1.68 1.27 -2.64 -0.057
C -0.49 1.57 -1.97 -1.075
C 0.29 0.54 -1.51 -0.193
N -0.08 -0.73 -1.70 -0.132
C -1.20 -1.03 -2.38 0.067
S -1.33 -2.77 -2.52 -0.623
H -5.43 0.98 -4.76 0.317
H -3.87 1.79 -4.91 0.292
H -4.69 1.74 -3.34 0.291
H -5.77 -1.61 -3.27 0.364
H -5.03 -0.88 -1.83 0.214
H -4.40 -2.42 -2.47 0.292
H -4.12 -1.64 -5.92 0.318
H -2.70 -2.32 -5.10 0.284
H -2.56 -0.80 -6.00 0.287
H -2.32 2.08 -2.96 0.261
H -0.19 2.59 -1.80 0.415
H 1.23 0.70 -1.00 0.606
O 1.37 -6.83 -0.76 -0.683
C 1.21 -5.64 -0.85 0.619
N 1.06 -4.48 -0.94 -0.515
Cl 0.80 0.13 -5.63 -0.182
C 1.54 -0.85 -4.43 -0.429
Cl 4.21 -0.80 -1.36 -0.549
H 2.30 -0.41 -3.80 0.327
H 1.05 -1.79 -4.22 0.278
C 1.85 -1.76 -0.11 -0.288
Ge 2.68 -0.58 1.25 1.537
C 2.76 1.37 1.05 0.242
C 2.03 2.14 1.95 -0.218
C 2.10 3.52 1.93 -0.630
C 2.90 4.16 1.00 -0.414
C 3.64 3.41 0.10 -0.673
C 3.58 2.02 0.12 -0.241
C 4.32 -1.37 1.93 0.271
C 5.02 -0.72 2.94 -0.383
C 6.16 -1.28 3.49 -0.620
C 6.61 -2.52 3.05 -0.430
C 5.91 -3.18 2.04 -0.604
C 4.78 -2.61 1.48 -0.426
C 1.29 -0.90 2.61 -0.439
C 1.55 -1.48 3.85 -0.423
C 0.52 -1.72 4.75 -0.657
C -0.78 -1.39 4.43 -0.612
C -1.06 -0.82 3.19 -0.838
C -0.04 -0.58 2.29 0.202
H 1.38 1.66 2.67 0.328
H 1.50 4.10 2.63 0.385
H 2.95 5.25 0.98 0.358
H 4.27 3.90 -0.63 0.394
H 4.15 1.43 -0.58 0.254
H 4.68 0.25 3.29 0.378
H 6.70 -0.76 4.27 0.370
H 7.49 -2.96 3.48 0.341
H 6.26 -4.14 1.68 0.375
H 4.27 -3.11 0.67 0.373
H 2.57 -1.75 4.11 0.342
H 0.74 -2.17 5.71 0.351
H -1.59 -1.58 5.13 0.371
H -2.08 -0.56 2.91 0.551
H -0.29 -0.13 1.33 0.568
```

6.
Here is C33H36MoN5O2 as an isolated structure in a non-equilibrium geometry from the OMol25 dataset. Energies are from wB97M-V/def2-TZVPD.

Results
**ΔE to the lowest compared entry with this formula, charge and spin**: 14.8 kcal/mol
**Net charge**: +3
**HOMO energy (spin up / spin down)**: -16.464 / -16.442 eV
**LUMO level (spin up / spin down)**: -11.2434 / -11.3756 eV
**E_tot**: -48177.5747 eV

Structure (XYZ):
```
77
Properties=species:S:1:pos:R:3:mulliken_charge:R:1
Mo 0.68 0.36 0.39 -0.578
C 0.83 4.63 -0.57 -1.147
C 1.26 3.25 -0.64 0.558
O 0.65 2.36 0.14 -0.291
C 2.36 2.89 -1.39 -1.021
C 2.91 1.54 -1.44 0.769
C 3.97 1.45 -2.46 -1.363
N 2.39 0.56 -0.79 0.741
N 3.07 -0.69 -0.94 -1.069
C 2.79 -1.45 0.04 0.315
O 1.81 -1.04 0.89 -0.448
C 3.21 -2.79 0.20 0.459
C 3.14 -3.47 1.47 -0.176
C 3.27 -4.85 1.55 -0.786
C 3.62 -5.57 0.41 -0.399
C 3.76 -4.94 -0.84 -0.685
C 3.57 -3.57 -0.93 -0.383
H 0.04 4.97 -1.27 0.273
H 1.65 5.30 -0.69 0.488
H 0.27 4.71 0.42 0.093
H 2.71 3.67 -2.02 0.561
H 3.78 1.94 -3.41 0.430
H 4.16 0.39 -2.73 0.358
H 4.97 1.81 -2.05 0.336
H 2.96 -2.92 2.33 0.724
H 3.24 -5.35 2.53 0.391
H 3.55 -6.66 0.45 0.411
H 4.09 -5.54 -1.73 0.366
H 3.59 -3.12 -1.93 0.439
C -3.72 3.75 4.99 -0.506
C -2.85 4.61 4.35 -0.577
C -1.87 4.08 3.49 -0.619
C -1.85 2.68 3.26 0.826
C -2.77 1.81 3.89 -0.362
C -3.76 2.39 4.61 -0.716
C -0.84 2.19 2.37 0.868
C -0.50 0.96 1.94 -0.185
C -0.72 -0.48 2.16 1.672
C -1.81 -1.30 1.58 -0.741
C -1.81 -2.65 1.92 -0.624
C -0.76 -3.24 2.70 -0.403
C 0.10 -2.46 3.36 -0.823
C 0.08 -1.04 3.21 -0.398
H -4.59 4.03 5.55 0.407
H -2.83 5.65 4.54 0.449
H -1.16 4.73 3.05 0.526
H -2.80 0.75 3.84 0.493
H -4.52 1.88 5.13 0.400
H -0.39 3.02 1.88 -0.235
H -2.55 -0.96 0.82 0.657
H -2.56 -3.32 1.52 0.498
H -0.66 -4.30 2.79 0.524
H 0.90 -2.87 3.91 0.629
H 0.77 -0.45 3.81 0.509
C -2.59 1.39 -4.17 -0.808
C -1.60 2.25 -3.35 -0.585
N -0.76 1.42 -2.46 0.196
C -0.92 0.13 -2.26 0.143
N -0.41 -0.43 -1.10 0.883
C -0.39 -1.88 -1.06 -0.945
C -1.62 -2.50 -1.60 -0.862
C -1.80 -2.05 -3.08 -0.832
N -1.42 -0.62 -3.24 0.066
C -1.93 -0.02 -4.51 -0.762
H -2.90 1.82 -5.09 0.473
H -3.51 1.18 -3.66 0.336
H -2.02 3.16 -2.79 0.362
H -0.90 2.61 -4.11 0.406
H -0.41 1.95 -1.69 -0.129
H -0.18 -2.19 -0.04 0.444
H 0.51 -2.32 -1.57 0.394
H -2.48 -2.17 -1.12 0.348
H -1.59 -3.59 -1.45 0.468
H -2.90 -2.11 -3.31 0.505
H -1.30 -2.53 -3.87 0.447
H -2.62 -0.74 -4.92 0.493
H -1.07 -0.05 -5.19 0.326
```